No. 1
Density functional theory data (wB97M-V/def2-TZVPD) for C4H6ClNOS in the gas phase at a distorted geometry.

XYZ file:
```
14
Properties=species:S:1:pos:R:3:forces:R:3:nbo_charge:R:1
Cl 0.379785 -2.034153 1.275775 0.1197 0.4292 -0.4073 0.120
N 0.506521 -0.535941 0.406075 0.2830 -0.5243 0.1458 -0.432
C 1.053296 -0.674188 -0.929224 0.1904 -0.3464 -0.3311 -0.241
C 1.017416 0.742159 -1.474529 -0.1926 0.2541 0.2128 -0.509
S -0.584809 1.436371 -0.895160 0.0448 -0.2967 -0.1575 0.253
C -0.716871 0.188738 0.357216 -0.8903 0.0913 4.6013 0.229
C -1.502676 0.356561 1.786147 0.0087 0.2137 0.8976 -0.151
O -1.922986 -0.413387 0.658791 -0.6277 -0.5181 -0.6371 -0.508
H 0.459138 -1.358551 -1.551541 0.0770 0.0726 0.0075 0.187
H 2.074608 -1.050765 -0.845487 -0.0854 0.0276 -0.1081 0.222
H 1.815993 1.350297 -1.052823 0.0350 -0.0830 -0.0739 0.223
H 1.043267 0.780721 -2.559305 0.0161 -0.0391 -0.0204 0.236
H -2.018967 1.315642 1.798065 -0.0666 -0.0406 0.0881 0.165
H -1.603713 -0.103505 3.025998 1.0881 0.7597 -4.2176 0.206
```
Forces are in eV/Å.

Properties
**Net charge**: 0
**LUMO**: 0.6 eV
**Kohn-Sham gap**: 9.424 eV
**Energy relative to the best compared isomer or geometry (same formula, charge and spin)**: 403.88 kJ/mol
**F_max**: 4.69 eV/Å
**Calculated total energy**: -1144.25457 Eh
**HOMO energy**: -8.87 eV


No. 2
Density functional theory data (wB97M-V/def2-TZVPD) for 9 unconnected molecules or ions with the total composition C13H35Br2N7O15 at a distorted geometry.

XYZ file:
```
72
Properties=species:S:1:pos:R:3:forces:R:3:lowdin_charge:R:1
C -2.393849 0.589894 4.206143 0.6887 -0.0363 -0.2719 0.007
N -3.813439 0.234640 4.401735 0.0172 -0.0798 -0.1611 -0.458
O -4.539246 1.057804 4.911902 -0.1323 0.0925 0.0085 0.070
O -4.149805 -0.888083 4.076566 0.0028 0.0310 -0.0229 0.047
H -2.233674 1.653226 4.331483 -0.2134 0.0027 0.4030 0.097
H -2.054133 0.351872 3.205940 -0.4034 -0.3025 -0.0999 0.059
H -1.830588 -0.039811 4.890999 0.0401 0.2131 0.1637 0.101
C 1.429964 5.712956 -1.344403 -0.0385 0.6246 -0.1175 0.038
N 1.311554 5.372726 0.095113 -0.1275 -0.1553 -0.0198 -0.442
O 0.638665 4.400199 0.374106 0.2112 0.0676 0.1557 0.026
O 1.908269 6.065301 0.892901 0.0404 -0.0226 0.0314 0.064
H 2.314048 5.208150 -1.718854 -0.1308 -0.2340 -0.0937 0.085
H 1.569889 6.786502 -1.437606 0.0518 -0.0170 0.1949 0.097
H 0.513028 5.415867 -1.836751 0.1005 -0.3314 -0.0720 0.061
C -4.330755 2.105515 -0.390193 -0.4523 0.0168 -0.9776 0.012
N -3.821969 2.040418 0.988407 0.3442 0.1063 0.1815 -0.429
O -3.839735 0.958038 1.547994 -0.1193 -0.0824 -0.1943 0.045
O -3.383168 3.058192 1.479797 -0.0876 -0.0679 -0.0274 0.087
H -3.755980 1.466478 -1.055529 0.1905 -0.2025 0.3303 0.060
H -4.238634 3.112616 -0.774204 -0.0681 0.1594 0.2852 0.084
H -5.358692 1.753123 -0.423339 -0.0118 0.0373 0.2924 0.108
C 2.357834 1.635448 3.102351 0.3584 -0.4077 -0.2511 0.060
N 1.041389 0.957197 3.151326 -0.3198 0.5110 0.3129 -0.443
O 0.104276 1.570257 2.680162 -0.0052 -0.1192 -0.1281 0.034
O 0.970605 -0.131298 3.677202 0.0552 -0.1024 -0.0354 0.050
H 3.028254 1.071619 3.740158 0.0573 0.1114 0.0455 0.097
H 2.245602 2.673031 3.389161 -0.1531 0.0297 0.0578 0.104
H 2.681057 1.576430 2.064404 0.0031 0.0580 0.0000 0.095
C -1.372032 -0.691720 -4.626588 1.0106 0.0967 -0.0663 0.035
N -2.582855 0.089004 -4.938293 -0.2657 -0.0111 -0.0794 -0.443
O -3.122888 -0.160225 -5.995842 -0.0598 0.0087 0.0093 0.068
O -2.954500 0.925445 -4.142544 -0.0105 -0.0551 0.0925 0.031
H -1.620939 -1.728455 -4.442359 -0.2700 -0.0105 -0.0291 0.090
H -0.860574 -0.265350 -3.771896 -0.2900 0.0455 0.1690 0.072
H -0.712205 -0.605441 -5.488394 -0.1766 -0.1269 -0.0838 0.103
C -2.948300 -3.008923 0.071735 0.2983 -0.0579 0.5588 0.042
N -3.131618 -2.420945 -1.278359 -0.0760 0.2133 0.1957 -0.439
O -4.256247 -2.113432 -1.603006 -0.0241 -0.0767 -0.0454 0.082
O -2.141629 -2.253792 -1.964336 0.1322 -0.0961 -0.1371 0.026
H -3.205992 -4.063525 0.034701 -0.2178 0.0399 -0.1311 0.105
H -3.578654 -2.466460 0.769213 -0.2272 -0.0722 -0.1093 0.103
H -1.912456 -2.907340 0.380746 0.0337 0.0653 -0.2925 0.040
C 4.654757 1.334406 -1.573505 0.3821 -0.4890 -0.2991 0.051
N 3.785840 2.254893 -2.336374 0.0108 0.0442 -0.1828 -0.440
O 2.815225 2.699383 -1.757202 -0.1547 0.1544 0.0819 0.043
O 4.075030 2.480496 -3.490770 -0.0072 -0.0106 0.1101 0.086
H 5.674757 1.449523 -1.926182 0.0000 0.2301 0.0994 0.100
H 4.350396 0.324175 -1.846253 -0.1854 0.0410 0.1564 0.107
H 4.529993 1.522469 -0.517441 -0.0189 0.0161 0.0646 0.090
Br 0.132006 -0.871445 0.361440 -0.0048 0.1157 -0.0191 0.781
C -0.988674 0.586767 -0.279046 -0.4283 0.1197 0.6037 -0.661
C -0.167307 1.453796 -1.180844 -0.3037 -0.1239 -0.6129 -0.661
Br -1.255149 2.907055 -1.898740 0.0949 -0.0089 0.0973 0.739
H -1.344610 1.119629 0.598968 0.3013 0.0294 0.1342 0.032
H -1.864509 0.132100 -0.731588 0.1942 -0.0510 -0.4083 0.037
H 0.116350 0.892482 -2.065052 0.3002 0.0172 0.0342 0.034
H 0.696910 1.884427 -0.691917 -0.0220 0.1135 0.0528 0.027
C 3.560994 -4.897415 -1.453998 0.1422 0.5762 -0.0243 -0.074
C 2.448664 -5.024478 -0.434710 -0.3725 -0.3388 -0.4672 -0.304
O 2.893004 -4.525164 0.801339 0.1255 0.0616 -0.2833 -0.160
C 1.863251 -4.346124 1.757400 0.1006 -0.3867 -0.0683 -0.276
C 1.994758 -2.975335 2.357703 -0.4397 0.1995 1.0150 -0.113
H 3.584667 -3.879562 -1.854397 -0.0256 -0.0742 -0.0357 0.069
H 4.535136 -5.047360 -0.988741 -0.0650 -0.2987 0.0426 0.077
H 3.433275 -5.587242 -2.285349 0.0016 -0.0519 0.0062 0.073
H 1.557830 -4.471759 -0.774226 0.1373 0.1201 0.0440 0.113
H 2.103980 -6.070796 -0.380491 0.2502 0.0233 0.3381 0.120
H 0.888033 -4.443277 1.268093 -0.0276 0.0324 0.0009 0.106
H 1.949557 -5.166178 2.475249 -0.1560 0.1423 0.2463 0.122
H 2.102152 -2.261406 1.546040 0.1819 0.1742 0.1471 0.008
H 2.782105 -2.864932 3.106413 0.4736 -0.1734 -0.5051 0.081
H 1.121700 -2.706277 2.962430 -0.2403 -0.0668 -0.4099 0.066
```
Forces are in eV/Å.

Properties
**Net charge**: 0
**LUMO**: -0.4 eV
**Kohn-Sham gap**: 9.413 eV
**Energy relative to the best compared isomer or geometry (same formula, charge and spin)**: 0.00 kJ/mol
**F_max**: 1.12 eV/Å
**Calculated total energy**: -7175.56059 Eh
**HOMO energy**: -9.85 eV


No. 3
Density functional theory data (wB97M-V/def2-TZVPD) for a molecular structure, C24H22Br24F6IN3O3 at a distorted geometry.

XYZ file:
```
83
Properties=species:S:1:pos:R:3:forces:R:3:lowdin_charge:R:1
N 1.260420 -3.870806 2.095396 0.0245 1.2345 -0.4651 0.070
C 1.011031 -2.543187 1.541604 -1.1650 1.2038 -0.4818 -0.252
N -0.286808 -2.205912 1.303237 2.8287 1.3740 -0.1158 0.129
C -0.442036 -0.921581 0.791958 -0.5081 0.5446 -0.3224 -0.162
C -1.856279 -0.450401 0.542806 0.0980 1.1589 -0.5423 -0.087
C -3.054402 -1.411665 0.914668 -0.3034 0.7051 -0.0277 -0.107
C -3.875674 -0.778804 2.123137 0.8996 -0.3533 -0.5069 -0.220
O -3.062699 -0.907440 3.299862 -0.5439 -0.0016 -0.5856 -0.015
C -5.308978 -1.433451 2.315414 -0.1799 0.7175 1.0907 -0.448
F -5.762994 -2.144435 1.235396 0.5806 0.6622 1.5977 0.117
F -6.250056 -0.439811 2.579465 1.1749 -1.4386 -0.5301 0.088
F -5.270687 -2.218013 3.452173 -0.4793 0.4077 -1.8613 0.102
C -2.122274 0.867305 -0.005438 2.4182 -0.7437 0.2434 -0.132
C -3.531544 1.486753 -0.269191 1.5822 -0.2988 -0.3157 -0.184
C -4.535381 0.553510 -1.020662 -1.4196 0.7556 1.9289 -0.800
O -5.649180 0.439687 -0.571493 1.1574 0.0191 -0.8268 -0.049
I -4.099198 -0.547995 -2.826964 0.4288 0.4719 0.3462 0.848
C -0.929789 1.756854 -0.325965 0.8749 -2.5364 1.0319 -0.008
C 0.414417 1.300937 -0.085826 -1.6759 -0.5234 0.2864 -0.023
C 0.713985 -0.058625 0.506082 -1.5076 2.3490 -1.1312 -0.158
N 2.054017 -0.356425 0.726260 -2.8529 -3.0739 1.2883 0.173
C 2.137459 -1.603872 1.264295 1.1550 -0.8188 0.1724 -0.142
C 3.592584 -2.102749 1.630845 -0.8091 0.1381 0.2558 -0.068
C 4.488471 -2.394794 0.358220 1.2151 0.8515 1.5982 -0.234
O 4.309320 -1.493699 -0.718563 0.0675 -0.5193 0.6521 -0.020
C 6.001336 -2.225571 0.842441 0.6600 -0.8779 -1.1065 -0.454
F 6.869950 -2.359752 -0.235179 -1.1850 0.1887 1.6002 0.096
F 6.363053 -3.226925 1.742415 -0.5012 1.7432 -0.8700 0.089
F 6.253169 -0.980718 1.373743 -0.3022 -1.6725 -0.3110 0.050
H 0.767859 -4.546058 1.507964 -0.0047 0.1823 0.4987 0.082
H 0.908314 -3.893320 3.059234 0.0730 -0.2104 -0.6207 0.093
H -2.706991 -2.415944 1.271167 -0.0722 0.9185 -0.4504 0.109
H -3.707541 -1.612992 0.013336 0.7362 0.3414 1.0011 0.074
H -4.038248 0.321938 1.999142 0.0119 -1.1415 0.0488 0.140
H -2.540819 -1.728118 3.247022 -0.4140 0.3755 -0.0707 0.096
H -3.384118 2.429537 -0.899269 -0.2569 -2.0749 1.2415 -0.069
H -3.950282 1.834396 0.718775 -0.0805 -0.5179 -1.2061 0.135
H -1.118271 2.770043 -0.750416 0.2473 -0.9581 0.3858 0.066
H 1.284231 1.969645 -0.332228 -1.1352 -1.0879 0.4608 -0.017
H 3.572700 -3.049084 2.238328 -0.2523 0.9840 -0.6703 0.115
H 4.015238 -1.310985 2.315802 -0.1399 -0.6789 -1.0092 0.078
H 4.385072 -3.474641 0.080163 -0.0558 1.1719 -0.3211 0.173
H 4.451390 -0.596779 -0.358749 -0.2755 -0.4498 -0.1977 0.056
C -1.896851 -4.484918 -3.000840 0.0022 -0.0338 0.0051 -1.604
Br -3.819051 -4.624507 -3.192110 0.2822 0.0732 0.0239 0.545
Br -1.039654 -4.035912 -4.676278 -0.1498 -0.0072 0.2344 0.568
Br -1.397356 -3.260004 -1.586854 -0.0173 -0.2465 -0.2168 0.612
H -1.535503 -5.466551 -2.711817 -0.0651 0.1639 -0.0600 -0.030
C -5.198625 5.193489 -1.897984 -0.2442 0.1288 0.0046 -1.588
Br -3.599259 4.119626 -2.092223 -0.2277 1.2291 -0.8233 0.711
Br -5.658695 5.457933 -0.040327 0.1386 -0.0281 -0.2462 0.569
Br -5.064206 6.869091 -2.853661 0.0263 -0.2539 0.1636 0.583
H -6.012059 4.632943 -2.350498 0.1325 0.0523 0.0809 -0.053
C 3.310244 3.704554 -2.228662 0.0875 -0.0025 -0.0635 -1.593
Br 3.349768 3.754061 -4.161251 -0.0464 -0.0316 0.3024 0.588
Br 1.562390 4.154245 -1.529451 0.2761 0.3396 -0.2863 0.647
Br 3.929776 2.006169 -1.544052 -0.0886 0.2309 -0.1690 0.603
H 3.999933 4.465631 -1.876889 -0.0934 -0.1517 -0.0317 -0.080
C 9.482424 -5.323184 2.872057 -0.0515 0.0592 -0.0357 -1.632
Br 10.550413 -5.016032 4.456001 -0.1286 -0.0782 -0.2277 0.558
Br 10.522717 -5.117864 1.253117 -0.1477 -0.0618 0.2640 0.560
Br 8.580239 -7.035367 2.934512 0.1676 0.2446 -0.0086 0.554
H 8.712281 -4.558114 2.854617 0.1198 -0.1312 -0.0129 -0.046
C 7.808940 3.697554 -0.094886 0.0759 -0.1323 -0.0028 -1.591
Br 7.576942 1.920618 0.631785 -0.0030 0.2184 -0.3557 0.550
Br 8.482180 3.650252 -1.907932 -0.1566 0.0086 0.2346 0.577
Br 6.182956 4.736171 0.045896 0.1776 -0.0536 0.0453 0.577
H 8.558385 4.198203 0.509947 -0.1495 -0.0635 -0.0872 -0.025
C 5.511627 2.591565 4.411826 0.0148 -0.0142 0.0423 -1.599
Br 4.536864 1.437226 3.200058 0.0894 0.2293 0.0879 0.579
Br 7.426646 2.414672 4.192898 -0.2948 0.0559 0.1952 0.548
Br 4.940963 4.433602 4.259697 0.0913 -0.2664 -0.0343 0.563
H 5.275020 2.267217 5.420031 0.0389 0.0515 -0.1743 -0.029
C -6.830994 -0.538640 -6.746570 -0.0758 -0.0125 0.0074 -1.621
Br -5.228251 -1.613593 -6.900108 -0.1705 0.1652 0.0705 0.546
Br -7.344571 -0.283950 -4.900359 -0.0088 -0.0018 -0.3036 0.523
Br -6.660359 1.145272 -7.683858 0.0146 -0.2259 0.1519 0.563
H -7.632056 -1.090816 -7.227361 0.1486 0.0890 0.0681 -0.030
C -9.843554 3.771403 -0.957432 -0.0219 -0.0073 -0.0282 -1.613
Br -8.247379 2.697098 -1.148973 -0.1507 0.0568 0.0547 0.579
Br -10.310645 4.036330 0.900681 0.1173 -0.0132 -0.2663 0.571
Br -9.694191 5.450932 -1.908486 0.0398 -0.1990 0.1423 0.558
H -10.657193 3.217504 -1.414661 0.1376 0.0981 0.0725 -0.028
```
Forces are in eV/Å.

Properties
**Net charge**: 0
**LUMO**: -0.9 eV
**Kohn-Sham gap**: 8.077 eV
**F_max**: 4.39 eV/Å
**Calculated total energy**: -63990.81971 Eh
**HOMO energy**: -9.03 eV


No. 4
Density functional theory data (wB97M-V/def2-TZVPD) for C4H9N3 in the gas phase at a distorted geometry.

XYZ file:
```
16
Properties=species:S:1:pos:R:3:forces:R:3:nbo_charge:R:1
C -0.497445 1.058452 -1.268086 -0.1816 0.2712 -0.2691 -0.402
C 1.332556 -0.322909 1.435037 -0.0224 -0.0404 0.1559 -0.652
C 0.884243 -0.390416 0.015195 0.7167 -0.4807 0.2391 0.195
N -2.516431 0.525943 0.454196 0.7567 0.2916 -0.4132 -0.669
C 1.543155 -0.987984 -0.963793 -0.2519 0.1504 -0.0703 -0.401
N -1.273285 -0.094934 0.636322 -0.1909 -0.3887 0.6032 -0.196
N -0.374291 0.254732 -0.225746 -0.9977 0.3215 -0.2969 -0.105
H -3.150276 0.081238 1.105648 0.1245 -0.0348 -0.1142 0.371
H -2.864397 0.410384 -0.501159 -0.0098 -0.0773 -0.0153 0.336
H -1.393945 1.623773 -1.415892 -0.2622 -0.0285 0.0973 0.203
H 0.355301 1.228703 -1.891456 0.2264 -0.0308 0.0580 0.204
H 2.284548 -0.841070 1.559832 -0.1055 0.0621 -0.0325 0.219
H 1.444061 0.721376 1.738957 -0.0064 -0.0583 0.0354 0.225
H 0.569970 -0.776007 2.071990 0.1736 0.0598 0.0004 0.251
H 2.490502 -1.460340 -0.780613 0.1943 -0.0398 0.1661 0.209
H 1.165734 -1.030940 -1.970432 -0.1638 0.0228 -0.1439 0.212
```
Forces are in eV/Å.

Properties
**Net charge**: 0
**LUMO**: 1.1 eV
**Kohn-Sham gap**: 8.210 eV
**Energy relative to the best compared isomer or geometry (same formula, charge and spin)**: 366.11 kJ/mol
**F_max**: 1.09 eV/Å
**Calculated total energy**: -321.95091 Eh
**HOMO energy**: -7.12 eV